Record 1
A single C4H5N2P molecule, computed with ωB97M-V/def2-TZVPD.

Results
multiplicity = 3
⟨S²⟩ = 2.01
molar mass = 112.07 g mol⁻¹
HOMO-LUMO gap (alpha / beta) = 7.4 / 6.7 eV
relative energy (zero: lowest compared OMol25 entry of this formula, charge and spin) = 0.0 kJ/mol

Structure (XYZ):
```
12
C4H5N2P (ωB97M-V/def2-TZVPD)
C -1.7129 -0.1784 -0.2424
C 0.3117 1.2560 -0.1980
C 0.5092 -1.2800 0.2083
C -0.4686 0.0681 0.4176
N -2.6730 -0.3979 -0.8256
N 1.6825 0.9402 -0.4012
P 2.1649 -0.5290 -0.2526
H -0.1172 1.5394 -1.1674
H 0.2522 2.1370 0.4486
H 0.5440 -1.8627 1.1252
H 0.1229 -1.9005 -0.6016
H -0.6156 0.2079 1.4893
```

Record 2
2 unconnected molecules or ions with the total composition C4H5N2S2, computed with ωB97M-V/def2-TZVPD.

Results
multiplicity = 1
net charge = -1
molar mass = 145.23 g mol⁻¹
HOMO-LUMO gap = 4.8 eV
relative energy (zero: lowest compared OMol25 entry of this formula, charge and spin) = 261.1 kJ/mol

Structure (XYZ):
```
13
C4H5N2S2 (ωB97M-V/def2-TZVPD)
C -0.6404 -0.7512 -0.5906
C -1.0961 -0.6446 0.7405
C -0.8340 0.5068 -1.1976
C 2.3918 -0.6576 0.7268
N -1.5728 0.6395 0.8996
N -1.4991 1.1761 -0.2919
S -2.3702 2.6701 -0.5781
S 2.4275 0.5312 -0.5199
H -0.2039 -1.7243 -0.9950
H -0.7719 -1.2807 1.5333
H 1.3656 -0.3348 1.1921
H -0.4591 1.0476 -1.9761
H 3.2628 -1.1780 1.0568
```

Record 3
A molecular structure, C4H5N3, computed with ωB97M-V/def2-TZVPD.

Results
multiplicity = 1
molar mass = 95.10 g mol⁻¹
HOMO-LUMO gap = 9.4 eV
relative energy (zero: lowest compared OMol25 entry of this formula, charge and spin) = 432.6 kJ/mol

Structure (XYZ):
```
12
C4H5N3 (ωB97M-V/def2-TZVPD)
C -1.5784 0.1658 0.2039
N -0.4581 -0.5183 -0.4389
C 0.9374 -0.2023 0.1505
C 1.9851 -0.7079 -0.6714
N 2.8162 -1.1760 -1.3340
C 1.0727 1.0756 0.7662
N 1.1217 2.1109 1.2898
H -1.6265 -0.1461 1.2512
H -2.4969 -0.1404 -0.2994
H -1.4702 1.2544 0.1676
H -0.4680 -0.5219 -1.4570
H 0.1314 -1.2296 0.3337
```

Record 4
A single C4H5N3 molecule, computed with ωB97M-V/def2-TZVPD.

Results
multiplicity = 1
molar mass = 95.10 g mol⁻¹
HOMO-LUMO gap = 7.4 eV
relative energy (zero: lowest compared OMol25 entry of this formula, charge and spin) = 702.3 kJ/mol

Structure (XYZ):
```
12
C4H5N3 (ωB97M-V/def2-TZVPD)
N 2.4765 -0.3219 -0.2760
C 0.8638 -0.1219 -0.0681
N 1.3131 -1.2903 -0.1592
C -1.4864 -1.0740 0.2063
C -1.9616 0.2289 0.2010
C -0.9856 1.2264 0.1112
N 0.3384 1.0514 0.0035
H 2.9030 -0.3412 -1.1950
H 3.1212 -0.4113 0.5003
H -2.3129 -1.8021 0.2860
H -2.9973 0.5762 0.2658
H -1.2721 2.2797 0.1242
```